A | Here is a molecular structure, C29H46N2O2P2Sn from the Open Molecules 2025 dataset. Energies are from ωB97M-V/def2-TZVPD.

Geometry (Å):
Sn (0.997, -0.646, 1.290)
C (2.484, 4.306, 0.922)
C (2.679, 2.804, 1.118)
C (2.445, 2.437, 2.584)
P (1.642, 1.717, 0.029)
C (2.513, 1.625, -1.600)
C (3.197, 2.891, -2.117)
C (1.567, 1.038, -2.645)
C (0.043, 2.498, -0.212)
C (-0.126, 3.677, -0.946)
C (-1.365, 4.223, -1.213)
C (-1.521, 5.512, -1.972)
C (-2.475, 3.523, -0.730)
C (-2.352, 2.361, -0.007)
C (-1.085, 1.800, 0.293)
N (-0.936, 0.617, 0.957)
C (-2.025, 0.001, 1.577)
C (-2.837, 0.624, 2.527)
C (-3.862, -0.071, 3.142)
C (-4.105, -1.413, 2.858)
C (-5.197, -2.174, 3.559)
C (-3.286, -2.040, 1.928)
C (-2.260, -1.355, 1.284)
P (-1.023, -2.016, 0.141)
C (-1.048, -3.856, 0.148)
C (-0.719, -4.358, 1.555)
C (-2.272, -4.552, -0.454)
C (-1.479, -1.399, -1.539)
C (-0.636, -2.105, -2.600)
C (-2.970, -1.417, -1.861)
H (3.154, 4.854, 1.587)
H (1.460, 4.591, 1.169)
H (2.684, 4.633, -0.098)
H (3.709, 2.536, 0.855)
H (1.393, 2.564, 2.853)
H (3.034, 3.090, 3.231)
H (2.727, 1.405, 2.795)
H (3.281, 0.871, -1.400)
H (2.472, 3.651, -2.410)
H (3.781, 2.644, -3.007)
H (3.880, 3.328, -1.389)
H (0.747, 1.725, -2.860)
H (1.151, 0.088, -2.305)
H (2.110, 0.856, -3.575)
H (0.752, 4.186, -1.323)
H (-0.618, 5.748, -2.534)
H (-1.721, 6.352, -1.302)
H (-2.350, 5.457, -2.680)
H (-3.471, 3.901, -0.939)
H (-3.246, 1.849, 0.322)
H (-2.656, 1.663, 2.776)
H (-4.484, 0.438, 3.870)
H (-5.933, -1.497, 3.991)
H (-4.793, -2.785, 4.370)
H (-5.717, -2.843, 2.873)
H (-3.464, -3.083, 1.706)
H (-0.178, -4.094, -0.474)
H (-1.512, -4.130, 2.268)
H (0.213, -3.919, 1.911)
H (-0.592, -5.442, 1.531)
H (-3.210, -4.215, -0.016)
H (-2.197, -5.629, -0.284)
H (-2.341, -4.395, -1.530)
H (-1.161, -0.352, -1.497)
H (-0.973, -3.130, -2.762)
H (0.420, -2.132, -2.322)
H (-0.720, -1.577, -3.552)
H (-3.357, -2.434, -1.942)
H (-3.145, -0.916, -2.816)
H (-3.548, -0.895, -1.097)
N (4.980, -1.245, 0.668)
C (5.045, -2.581, 0.073)
C (3.928, -2.766, -0.953)
C (2.601, -2.456, -0.288)
O (2.059, -3.281, 0.445)
O (2.141, -1.263, -0.492)
H (4.968, -0.540, -0.062)
H (5.790, -1.068, 1.248)
H (4.908, -3.312, 0.872)
H (6.007, -2.795, -0.411)
H (3.924, -3.800, -1.296)
H (4.082, -2.106, -1.809)

Values from the calculation:
lowest unoccupied orbital energy	0.74	eV
HOMO level	-6.68	eV



B | Here is a molecular structure, C29H46N2O2P2Sn from the Open Molecules 2025 dataset. Energies are from ωB97M-V/def2-TZVPD.

Geometry (Å):
Sn (0.035, -0.131, 0.818)
C (1.625, 4.769, 0.442)
C (1.793, 3.259, 0.601)
C (1.596, 2.869, 2.065)
P (0.702, 2.219, -0.471)
C (1.528, 2.093, -2.112)
C (2.228, 3.334, -2.664)
C (0.538, 1.534, -3.128)
C (-0.878, 3.046, -0.676)
C (-1.029, 4.243, -1.386)
C (-2.257, 4.830, -1.616)
C (-2.393, 6.137, -2.348)
C (-3.375, 4.155, -1.114)
C (-3.270, 2.978, -0.412)
C (-2.013, 2.374, -0.158)
N (-1.882, 1.177, 0.478)
C (-2.968, 0.571, 1.110)
C (-3.766, 1.194, 2.072)
C (-4.778, 0.497, 2.707)
C (-5.021, -0.847, 2.433)
C (-6.092, -1.612, 3.162)
C (-4.222, -1.470, 1.484)
C (-3.213, -0.783, 0.815)
P (-2.011, -1.446, -0.368)
C (-2.102, -3.277, -0.393)
C (-1.790, -3.826, 1.002)
C (-3.357, -3.906, -1.004)
C (-2.471, -0.803, -2.033)
C (-1.715, -1.583, -3.110)
C (-3.967, -0.719, -2.318)
H (2.318, 5.283, 1.112)
H (0.613, 5.074, 0.713)
H (1.818, 5.120, -0.570)
H (2.809, 2.973, 0.302)
H (0.558, 3.029, 2.373)
H (2.228, 3.488, 2.705)
H (1.846, 1.824, 2.251)
H (2.284, 1.323, -1.927)
H (1.513, 4.098, -2.970)
H (2.801, 3.056, -3.552)
H (2.925, 3.776, -1.953)
H (-0.268, 2.249, -3.315)
H (0.110, 0.597, -2.786)
H (1.047, 1.344, -4.076)
H (-0.145, 4.737, -1.771)
H (-1.501, 6.351, -2.938)
H (-2.541, 6.973, -1.661)
H (-3.245, 6.123, -3.029)
H (-4.363, 4.567, -1.291)
H (-4.169, 2.488, -0.065)
H (-3.580, 2.231, 2.319)
H (-5.387, 1.004, 3.446)
H (-6.818, -0.939, 3.617)
H (-5.668, -2.226, 3.960)
H (-6.631, -2.280, 2.488)
H (-4.397, -2.516, 1.271)
H (-1.247, -3.535, -1.030)
H (-2.570, -3.575, 1.722)
H (-0.838, -3.445, 1.368)
H (-1.722, -4.914, 0.952)
H (-4.280, -3.521, -0.573)
H (-3.339, -4.985, -0.837)
H (-3.410, -3.743, -2.080)
H (-2.079, 0.219, -2.008)
H (-2.150, -2.572, -3.263)
H (-0.661, -1.715, -2.861)
H (-1.771, -1.051, -4.062)
H (-4.424, -1.705, -2.396)
H (-4.130, -0.202, -3.267)
H (-4.493, -0.162, -1.542)
N (3.948, -0.224, 0.327)
C (4.258, -1.573, -0.156)
C (3.228, -2.013, -1.190)
C (1.841, -1.837, -0.608)
O (1.385, -2.666, 0.171)
O (1.229, -0.746, -0.942)
H (3.809, 0.402, -0.459)
H (4.714, 0.146, 0.876)
H (4.216, -2.258, 0.692)
H (5.258, -1.651, -0.601)
H (3.379, -3.068, -1.420)
H (3.334, -1.425, -2.104)

Values from the calculation:
lowest unoccupied orbital energy	0.73	eV
HOMO level	-6.68	eV



Winner for stability: A



A | Here is 10 unconnected molecules or ions with the total composition C30H87N7O10 from the Open Molecules 2025 dataset. Energies are from ωB97M-V/def2-TZVPD.

Geometry (Å):
O (2.127, -0.454, -3.648)
H (2.424, -1.255, -3.211)
H (1.608, -0.716, -4.412)
H (1.602, 0.044, -3.017)
C (0.094, 0.114, 0.648)
C (-0.198, -0.065, -0.840)
O (0.606, 0.695, -1.730)
H (-0.430, -0.632, 1.245)
H (-0.211, 1.095, 1.013)
H (1.154, -0.059, 0.833)
H (-1.259, 0.082, -1.040)
H (-0.024, -1.103, -1.124)
C (-3.032, 1.100, -3.489)
C (-2.498, -0.073, -4.270)
C (-3.633, -1.054, -4.766)
O (-4.304, -1.634, -3.698)
C (-5.295, -2.541, -4.053)
N (-1.700, 0.491, -5.307)
H (-3.441, 1.907, -4.096)
H (-2.282, 1.510, -2.812)
H (-3.852, 0.766, -2.853)
H (-1.770, -0.682, -3.733)
H (-3.165, -1.831, -5.369)
H (-4.367, -0.448, -5.297)
H (-5.080, -3.224, -4.875)
H (-6.144, -1.955, -4.406)
H (-5.492, -3.099, -3.138)
H (-2.324, 0.852, -6.014)
H (-1.173, 1.263, -4.926)
C (2.607, 4.390, 1.398)
C (2.496, 3.856, 0.009)
C (3.251, 2.554, -0.355)
O (4.707, 2.682, -0.104)
C (5.389, 1.418, -0.220)
N (1.084, 3.550, -0.213)
H (3.675, 4.504, 1.588)
H (2.254, 3.725, 2.186)
H (2.050, 5.298, 1.628)
H (2.770, 4.553, -0.783)
H (3.214, 2.169, -1.374)
H (2.957, 1.841, 0.415)
H (4.884, 0.677, 0.401)
H (6.454, 1.465, 0.003)
H (5.259, 1.012, -1.223)
H (0.920, 2.656, 0.227)
H (1.059, 3.399, -1.211)
C (-3.938, 1.598, -0.096)
C (-3.587, 3.068, -0.378)
C (-4.553, 4.119, 0.285)
O (-5.935, 3.944, -0.168)
C (-6.756, 4.852, 0.535)
N (-2.217, 3.275, -0.020)
H (-3.299, 0.873, -0.601)
H (-4.958, 1.341, -0.380)
H (-3.846, 1.331, 0.956)
H (-3.747, 3.266, -1.437)
H (-4.228, 5.144, 0.109)
H (-4.486, 4.137, 1.373)
H (-7.789, 4.769, 0.198)
H (-6.397, 5.877, 0.446)
H (-6.706, 4.597, 1.594)
H (-1.646, 2.477, -0.261)
H (-2.261, 3.170, 0.984)
C (3.351, -1.844, -0.931)
C (3.906, -2.584, -2.235)
C (4.736, -3.825, -1.930)
O (5.896, -3.588, -1.160)
C (6.678, -4.758, -0.836)
N (2.654, -2.879, -2.882)
H (3.036, -0.812, -1.082)
H (4.182, -1.850, -0.225)
H (2.556, -2.377, -0.410)
H (4.396, -1.843, -2.866)
H (5.053, -4.301, -2.858)
H (4.007, -4.474, -1.445)
H (7.040, -5.268, -1.728)
H (6.087, -5.482, -0.275)
H (7.563, -4.504, -0.252)
H (2.111, -3.438, -2.240)
H (2.884, -3.531, -3.619)
C (4.918, 1.607, 3.213)
C (4.202, 0.292, 3.830)
C (3.116, -0.343, 2.964)
O (2.640, -1.492, 3.649)
C (1.642, -2.267, 2.950)
N (5.258, -0.657, 4.278)
H (5.520, 1.334, 2.347)
H (5.535, 2.146, 3.932)
H (4.056, 2.217, 2.944)
H (3.733, 0.634, 4.752)
H (3.550, -0.678, 2.022)
H (2.268, 0.322, 2.801)
H (1.978, -2.430, 1.926)
H (0.741, -1.654, 2.952)
H (1.674, -3.214, 3.489)
H (4.807, -1.214, 4.990)
H (5.931, -0.189, 4.868)
C (-1.483, -3.637, -2.032)
C (-2.432, -3.292, -0.907)
C (-1.749, -3.434, 0.493)
O (-1.151, -4.675, 0.694)
C (-0.412, -4.938, 1.899)
N (-3.040, -1.938, -0.998)
H (-0.781, -2.828, -2.233)
H (-2.126, -3.631, -2.912)
H (-1.099, -4.654, -1.959)
H (-3.291, -3.962, -0.877)
H (-2.501, -3.260, 1.262)
H (-1.020, -2.628, 0.571)
H (-0.438, -5.997, 2.158)
H (-0.858, -4.298, 2.660)
H (0.630, -4.650, 1.758)
H (-2.339, -1.217, -0.905)
H (-3.442, -1.808, -1.915)
C (-3.550, 2.492, 4.141)
C (-2.082, 2.238, 3.912)
C (-1.850, 0.761, 3.495)
O (-2.475, -0.136, 4.459)
C (-2.021, -1.448, 4.412)
N (-1.580, 3.003, 2.824)
H (-3.878, 1.819, 4.934)
H (-4.183, 2.336, 3.268)
H (-3.733, 3.502, 4.507)
H (-1.486, 2.344, 4.819)
H (-0.801, 0.502, 3.353)
H (-2.292, 0.535, 2.524)
H (-2.381, -1.950, 5.310)
H (-0.945, -1.614, 4.369)
H (-2.439, -1.906, 3.516)
H (-0.608, 2.732, 2.794)
H (-1.672, 3.995, 2.990)
O (0.195, 2.959, -3.386)
H (0.323, 2.174, -2.855)
H (0.664, 2.777, -4.201)

Values from the calculation:
lowest unoccupied orbital energy	-0.25	eV
HOMO level	-7.97	eV



B | Here is 10 unconnected molecules or ions with the total composition C30H87N7O10 from the Open Molecules 2025 dataset. Energies are from ωB97M-V/def2-TZVPD.

Geometry (Å):
C (-11.782, -13.857, 18.670)
O (-11.327, -15.111, 19.075)
C (-12.330, -16.061, 19.089)
C (-11.942, -17.141, 20.081)
C (-11.805, -16.560, 21.507)
N (-10.681, -17.772, 19.654)
H (-10.979, -13.159, 18.882)
H (-12.723, -13.573, 19.249)
H (-12.018, -13.829, 17.608)
H (-13.271, -15.609, 19.373)
H (-12.369, -16.491, 18.060)
H (-12.699, -17.937, 20.001)
H (-12.679, -15.952, 21.758)
H (-11.008, -15.829, 21.497)
H (-11.596, -17.355, 22.251)
H (-9.913, -17.082, 19.747)
H (-10.411, -18.506, 20.339)
C (-10.042, -8.305, 18.718)
O (-9.756, -9.369, 19.565)
C (-8.345, -9.435, 19.854)
C (-8.105, -10.721, 20.565)
C (-8.809, -10.632, 21.915)
N (-6.696, -11.033, 20.731)
H (-11.114, -8.251, 18.529)
H (-9.492, -8.440, 17.769)
H (-9.782, -7.336, 19.171)
H (-7.761, -9.451, 18.910)
H (-7.989, -8.541, 20.464)
H (-8.511, -11.451, 19.871)
H (-9.874, -10.430, 21.734)
H (-8.395, -9.791, 22.462)
H (-8.767, -11.487, 22.571)
H (-6.238, -11.060, 19.839)
H (-6.251, -10.379, 21.360)
C (-9.569, -13.153, 9.147)
O (-9.243, -14.254, 9.964)
C (-9.238, -13.784, 11.325)
C (-9.013, -14.886, 12.285)
C (-10.150, -15.955, 12.052)
N (-9.090, -14.528, 13.641)
H (-8.945, -12.247, 9.167)
H (-10.568, -12.794, 9.330)
H (-9.544, -13.564, 8.121)
H (-8.534, -12.944, 11.395)
H (-10.230, -13.355, 11.491)
H (-8.027, -15.247, 11.960)
H (-11.133, -15.502, 12.319)
H (-10.003, -16.834, 12.696)
H (-10.178, -16.230, 10.989)
H (-9.225, -15.356, 14.191)
H (-9.827, -13.866, 13.790)
C (-2.770, -10.961, 15.436)
O (-3.780, -11.929, 15.316)
C (-3.873, -12.961, 16.312)
C (-4.426, -12.423, 17.647)
C (-4.638, -13.707, 18.512)
N (-5.672, -11.624, 17.474)
H (-3.005, -10.243, 16.201)
H (-2.809, -10.390, 14.513)
H (-1.750, -11.362, 15.571)
H (-4.572, -13.637, 15.841)
H (-2.885, -13.461, 16.428)
H (-3.695, -11.740, 18.121)
H (-4.968, -13.421, 19.519)
H (-3.757, -14.332, 18.630)
H (-5.429, -14.250, 18.009)
H (-5.426, -10.827, 16.886)
H (-6.394, -12.185, 16.990)
C (-9.883, -17.501, 16.339)
O (-8.918, -16.856, 15.554)
C (-7.754, -17.677, 15.397)
C (-6.677, -16.754, 14.892)
C (-5.426, -17.481, 14.450)
N (-6.174, -15.699, 15.785)
H (-9.649, -17.544, 17.398)
H (-10.017, -18.512, 15.942)
H (-10.854, -16.988, 16.223)
H (-7.498, -18.028, 16.394)
H (-7.984, -18.485, 14.694)
H (-7.054, -16.180, 14.014)
H (-4.783, -16.665, 14.117)
H (-5.520, -18.232, 13.648)
H (-4.933, -17.959, 15.281)
H (-6.930, -15.128, 16.180)
H (-5.682, -16.163, 16.579)
C (-8.347, -14.180, 20.449)
O (-8.255, -15.618, 20.441)
C (-6.985, -16.103, 20.707)
C (-6.705, -17.529, 20.370)
C (-5.283, -17.883, 20.642)
N (-6.989, -17.752, 18.902)
H (-7.612, -13.749, 19.734)
H (-8.077, -13.773, 21.432)
H (-9.331, -13.875, 20.161)
H (-6.309, -15.474, 20.158)
H (-6.852, -15.908, 21.771)
H (-7.340, -18.176, 20.974)
H (-4.594, -17.408, 19.955)
H (-5.177, -18.959, 20.460)
H (-5.087, -17.694, 21.681)
H (-7.823, -17.249, 18.551)
H (-7.239, -18.744, 18.734)
C (-12.337, -10.909, 16.898)
O (-12.750, -10.302, 15.691)
C (-11.814, -9.491, 15.057)
C (-11.654, -9.868, 13.611)
C (-11.089, -11.251, 13.517)
N (-10.731, -8.847, 13.045)
H (-12.313, -10.248, 17.767)
H (-11.379, -11.419, 16.735)
H (-13.089, -11.658, 17.141)
H (-12.183, -8.469, 15.111)
H (-10.869, -9.560, 15.591)
H (-12.620, -9.877, 13.168)
H (-11.593, -11.941, 14.181)
H (-10.037, -11.198, 13.854)
H (-11.102, -11.661, 12.493)
H (-11.082, -8.577, 12.117)
H (-9.819, -9.308, 12.825)
C (-7.516, -9.111, 14.766)
O (-7.804, -9.701, 13.539)
H (-8.291, -8.347, 14.961)
H (-7.629, -9.857, 15.563)
H (-6.499, -8.654, 14.735)
H (-7.342, -10.559, 13.492)
C (-9.030, -13.427, 16.696)
O (-7.963, -13.113, 15.800)
H (-8.905, -12.891, 17.628)
H (-9.965, -13.089, 16.224)
H (-9.109, -14.483, 16.933)
H (-8.176, -13.570, 14.966)
O (-5.995, -12.032, 14.031)
H (-5.117, -11.656, 14.317)
H (-5.900, -12.955, 14.263)

Values from the calculation:
lowest unoccupied orbital energy	0.71	eV
HOMO level	-8.99	eV
SMILES	COC[C@H](C)N.COC[C@H](C)N.COC[C@H](C)N.COC[C@H](C)N.COC[C@H](C)N.COC[C@H](C)N.COC[C@H](C)N.CO.CO.O



Winner for stability: B



A | Here is a single C3HCl3 molecule from the Open Molecules 2025 dataset. Energies are from ωB97M-V/def2-TZVPD.

Geometry (Å):
C (1.298, 0.078, 1.234)
C (0.430, 0.022, 0.405)
C (-0.616, -0.038, -0.591)
Cl (-2.155, -0.533, 0.171)
Cl (-0.832, 1.551, -1.362)
Cl (-0.183, -1.231, -1.847)
H (2.060, 0.152, 1.990)

Values from the calculation:
lowest unoccupied orbital energy	0.63	eV
HOMO level	-10.95	eV
SMILES	C#CC(Cl)(Cl)Cl



B | Here is 2 unconnected molecules or ions with the total composition C3HCl3 from the Open Molecules 2025 dataset. Energies are from ωB97M-V/def2-TZVPD.

Geometry (Å):
C (0.220, 0.150, -0.163)
C (-0.161, -0.036, -1.278)
C (-0.661, -0.683, -3.909)
Cl (-2.274, -0.618, -4.030)
Cl (0.245, 0.641, -4.480)
Cl (-0.034, -2.189, -4.427)
H (0.573, 0.490, 0.834)

Values from the calculation:
lowest unoccupied orbital energy	-2.65	eV
HOMO level	-9.39	eV



Winner for stability: A



A | Here is 2 unconnected molecules or ions with the total composition C3H9S2 from the Open Molecules 2025 dataset. Energies are from ωB97M-V/def2-TZVPD.

Geometry (Å):
C (-1.279, -0.752, -1.184)
S (-0.881, 0.291, -2.663)
H (-0.192, -1.196, -1.063)
H (-1.219, 0.069, -0.448)
H (-2.026, -1.530, -1.303)
C (1.466, -1.532, 1.643)
C (0.805, -0.298, 2.355)
S (0.454, 1.171, 1.308)
H (2.489, -1.242, 1.234)
H (0.788, -1.921, 0.822)
H (1.675, -2.493, 2.229)
H (-0.134, -0.619, 2.756)
H (1.498, 0.001, 3.198)
H (-2.012, 1.038, -2.623)

Values from the calculation:
lowest unoccupied orbital energy	3.35	eV
total charge	-1
HOMO level	-2.43	eV



B | Here is 2 unconnected molecules or ions with the total composition C3H9S2 from the Open Molecules 2025 dataset. Energies are from ωB97M-V/def2-TZVPD.

Geometry (Å):
C (2.639, 2.205, -0.415)
S (1.509, 0.804, -0.204)
H (3.092, 2.631, 0.481)
H (2.121, 3.053, -0.872)
H (3.420, 1.855, -1.092)
C (-1.284, -1.576, -1.371)
C (-2.056, -1.504, -0.061)
S (-1.205, -0.542, 1.223)
H (-1.104, -0.593, -1.796)
H (-0.358, -2.143, -1.314)
H (-1.920, -2.048, -2.141)
H (-2.299, -2.531, 0.253)
H (-3.064, -1.112, -0.246)
H (0.436, 0.850, 0.681)

Values from the calculation:
lowest unoccupied orbital energy	3.58	eV
total charge	-1
HOMO level	-2.59	eV



Winner for stability: B